# 1
{
  "formula": "C30H45N2O12S4",
  "method": "ωB97M-V with the def2-TZVPD basis set",
  "homo_lumo_gap_ev": 6.5,
  "homo_ev": -11.32,
  "charge": 1,
  "largest_force_ev_per_a": 3.1,
  "elements": ["C", "C", "C", "C", "C", "C", "C", "C", "O", "O", "C", "O", "C", "N", "C", "O", "C", "N", "C", "C", "H", "H", "H", "H", "H", "H", "H", "H", "H", "H", "H", "H", "H", "C", "C", "C", "S", "O", "O", "C", "H", "H", "H", "H", "H", "H", "H", "H", "C", "C", "C", "S", "O", "O", "C", "H", "H", "H", "H", "H", "H", "H", "H", "C", "C", "C", "S", "O", "O", "C", "H", "H", "H", "H", "H", "H", "H", "H", "C", "C", "C", "S", "O", "O", "C", "H", "H", "H", "H", "H", "H", "H", "H"],
  "positions_angstrom": [[2.008, 12.166, -1.966], [2.108, 11.058, -2.453], [2.320, 9.674, -3.086], [1.618, 8.487, -2.319], [0.230, 8.853, -1.668], [-0.169, 7.736, -0.636], [-1.285, 6.820, -0.898], [-2.153, 6.833, -2.191], [-1.302, 6.499, -3.320], [-1.991, 6.914, -4.453], [-1.605, 5.825, 0.152], [-2.635, 4.909, 0.000], [-0.843, 5.776, 1.419], [-1.079, 4.882, 2.516], [-1.029, 3.677, 2.164], [-0.837, 2.679, 1.601], [0.257, 6.721, 1.566], [0.550, 7.651, 0.564], [1.628, 8.535, 0.856], [2.585, 9.261, 0.981], [2.051, 13.023, -1.262], [2.081, 9.709, -4.188], [3.432, 9.474, -3.040], [2.361, 8.053, -1.593], [1.415, 7.655, -3.059], [-0.546, 8.925, -2.479], [0.218, 9.814, -1.089], [-2.905, 5.994, -2.127], [-2.631, 7.843, -2.288], [-2.005, 7.895, -4.416], [-3.339, 5.151, 0.635], [0.879, 6.700, 2.498], [3.593, 9.714, 0.867], [-1.164, -0.368, 0.777], [-0.716, -0.030, -0.649], [-1.032, -1.243, -1.527], [-2.429, -2.065, -0.763], [-2.000, -3.362, -0.297], [-3.595, -1.894, -1.596], [-2.556, -0.971, 0.641], [-1.171, 0.509, 1.416], [-0.480, -1.101, 1.215], [-1.272, 0.841, -1.009], [0.346, 0.220, -0.690], [-1.298, -0.946, -2.541], [-0.199, -1.946, -1.552], [-2.868, -1.531, 1.520], [-3.295, -0.205, 0.401], [-2.273, -5.200, 3.537], [-1.086, -4.851, 4.439], [-1.191, -3.360, 4.777], [-2.934, -2.951, 4.704], [-3.146, -2.027, 3.610], [-3.420, -2.683, 6.036], [-3.495, -4.568, 4.194], [-2.392, -6.279, 3.425], [-2.119, -4.772, 2.542], [-1.140, -5.441, 5.358], [-0.131, -5.082, 3.958], [-0.813, -3.144, 5.775], [-0.671, -2.746, 4.041], [-4.344, -4.470, 3.520], [-3.787, -5.116, 5.091], [-0.420, -4.350, -6.335], [-0.755, -3.955, -4.894], [0.535, -4.062, -4.077], [1.881, -3.774, -5.224], [2.652, -4.986, -5.344], [2.494, -2.500, -4.930], [0.863, -3.603, -6.682], [-1.228, -4.098, -7.023], [-0.251, -5.429, -6.392], [-1.118, -2.923, -4.875], [-1.540, -4.585, -4.474], [0.572, -3.317, -3.284], [0.659, -5.060, -3.655], [1.381, -4.015, -7.546], [0.670, -2.539, -6.831], [4.226, -8.234, 2.932], [3.391, -9.193, 3.785], [2.579, -8.345, 4.767], [2.329, -6.759, 3.971], [3.029, -5.749, 4.725], [0.935, -6.618, 3.612], [3.273, -7.126, 2.500], [4.669, -8.738, 2.072], [5.038, -7.816, 3.533], [2.714, -9.759, 3.139], [4.017, -9.914, 4.312], [1.611, -8.795, 4.985], [3.125, -8.173, 5.695], [3.783, -6.229, 2.154], [2.577, -7.481, 1.738]],
  "forces_ev_per_angstrom": [[0.36, -0.61, 0.94], [0.15, -0.47, -0.33], [0.53, 0.90, 0.19], [0.00, -0.33, -0.60], [0.00, -0.84, 0.84], [-1.29, -0.47, -0.93], [1.11, -0.85, 2.25], [0.40, -0.99, 0.67], [0.22, 0.98, 1.74], [-0.77, 0.45, -1.10], [0.73, 0.90, 0.43], [0.92, 1.52, 0.16], [1.66, 2.29, -1.26], [-0.24, -1.10, -0.95], [0.92, 1.04, -2.00], [-0.65, 0.76, 1.71], [-1.91, -1.41, -0.50], [-0.23, -0.16, 0.64], [-0.33, -0.19, -0.69], [0.37, -0.68, -0.74], [-0.24, -0.91, -1.31], [-0.06, -0.03, 1.26], [-1.15, 0.26, -0.11], [-0.96, 0.60, -0.46], [0.23, 0.89, 0.75], [0.71, -0.18, 0.99], [0.35, -0.66, -0.64], [0.46, 1.27, 0.15], [0.36, -0.87, -0.16], [0.25, -0.50, -0.04], [0.23, -0.38, -0.19], [-0.61, 0.27, -1.21], [-1.49, -0.27, 0.54], [0.07, -0.17, -0.04], [0.08, 0.16, 0.09], [0.43, 0.28, -0.27], [-0.26, 0.33, 0.23], [-0.13, -0.03, -0.22], [0.11, -0.37, -0.03], [0.10, 0.17, 0.29], [-0.03, -0.19, 0.00], [-0.07, 0.01, 0.01], [0.00, -0.05, 0.01], [-0.05, -0.02, -0.05], [-0.07, -0.20, 0.03], [-0.11, -0.04, 0.06], [-0.07, -0.07, -0.09], [-0.01, -0.10, -0.07], [0.12, 0.09, -0.07], [0.11, 0.13, -0.08], [0.37, -0.16, 0.02], [0.12, -0.56, 0.32], [-0.12, 0.25, 0.18], [-0.11, 0.40, -0.25], [-0.09, -0.38, -0.29], [0.00, 0.07, -0.01], [-0.06, -0.05, 0.01], [0.01, 0.04, -0.04], [-0.56, 0.28, 0.30], [-0.14, 0.16, -0.06], [-0.13, 0.03, 0.02], [-0.02, 0.16, 0.11], [0.00, 0.13, 0.01], [-0.03, -0.09, 0.04], [-0.16, 0.04, -0.03], [-0.44, -0.09, 0.28], [-0.11, 0.17, -0.13], [0.13, 0.21, 0.09], [0.20, -0.23, 0.05], [-0.31, -0.06, -0.32], [0.05, -0.03, 0.03], [0.01, 0.06, -0.04], [0.01, -0.05, -0.01], [0.05, 0.07, 0.01], [0.20, -0.08, -0.04], [0.12, 0.06, -0.06], [0.14, 0.05, 0.12], [0.08, -0.03, 0.04], [0.09, -0.03, 0.10], [0.02, -0.12, -0.11], [0.05, -0.48, 0.19], [0.18, -0.34, -0.24], [-0.34, 0.12, -0.03], [0.54, -0.20, 0.05], [0.28, -0.12, -0.30], [-0.02, 0.05, 0.04], [-0.03, 0.01, -0.07], [0.03, 0.04, 0.03], [-0.06, 0.04, -0.01], [0.00, 0.20, 0.05], [-0.06, 0.14, -0.06], [-0.15, 0.07, 0.09], [-0.03, 0.06, 0.07]]
}

***

# 2
{
  "formula": "C30H45NO29S2Ti",
  "method": "ωB97M-V with the def2-TZVPD basis set",
  "s_squared": 3.75,
  "homo_lumo_gap_ev": [5.2, 5.0],
  "homo_ev": [-4.99, -4.98],
  "de_lowest_kcal_mol": 0.0,
  "multiplicity": 4,
  "charge": -1,
  "largest_force_ev_per_a": 5.7,
  "elements": ["Ti", "S", "O", "O", "O", "O", "C", "C", "O", "C", "O", "O", "H", "H", "H", "H", "C", "C", "O", "C", "O", "O", "H", "H", "H", "H", "C", "C", "O", "C", "O", "O", "H", "H", "H", "H", "C", "C", "O", "C", "O", "O", "H", "H", "H", "H", "C", "C", "O", "C", "O", "O", "H", "H", "H", "H", "C", "C", "O", "C", "O", "O", "H", "H", "H", "H", "C", "C", "O", "C", "O", "O", "H", "H", "H", "H", "C", "C", "O", "C", "O", "O", "H", "H", "H", "H", "C", "C", "C", "C", "N", "H", "H", "H", "H", "H", "H", "H", "C", "S", "O", "C", "H", "H", "H", "H", "H", "H"],
  "positions_angstrom": [[3.001, 3.198, 1.937], [0.616, 0.656, -0.031], [0.903, 0.463, -1.481], [-0.477, -0.141, 0.428], [1.790, 0.158, 0.687], [0.445, 2.077, 0.314], [6.956, -1.186, 0.359], [6.719, -0.535, -1.013], [7.991, -0.589, -1.600], [8.749, -1.533, -0.962], [9.820, -1.884, -1.369], [8.105, -1.960, 0.126], [6.134, -1.786, 0.750], [7.142, -0.491, 1.178], [6.409, 0.501, -0.876], [6.000, -1.129, -1.577], [-4.115, -0.122, -2.751], [-3.802, 1.329, -3.110], [-5.067, 1.979, -3.089], [-6.056, 1.083, -3.009], [-7.287, 1.290, -2.923], [-5.566, -0.155, -2.895], [-3.796, -0.459, -1.764], [-3.775, -0.742, -3.580], [-3.348, 1.392, -4.099], [-3.132, 1.798, -2.389], [2.071, 3.727, -4.934], [3.062, 3.920, -3.724], [3.560, 5.259, -3.985], [3.204, 5.635, -5.191], [3.585, 6.697, -5.660], [2.398, 4.782, -5.753], [1.027, 3.813, -4.631], [2.205, 2.795, -5.482], [3.769, 3.091, -3.730], [2.406, 3.786, -2.864], [-2.255, 6.785, -1.252], [-0.678, 6.953, -1.344], [-0.347, 8.110, -0.580], [-1.578, 8.769, -0.409], [-1.694, 9.968, -0.045], [-2.632, 7.972, -0.752], [-2.395, 6.038, -0.470], [-2.820, 6.401, -2.101], [-0.392, 7.165, -2.374], [0.003, 6.181, -0.984], [-0.614, -2.820, 4.524], [-1.593, -2.324, 5.591], [-1.429, -3.296, 6.587], [-0.717, -4.271, 6.192], [-0.517, -5.236, 6.895], [-0.211, -4.095, 4.969], [0.223, -2.144, 4.351], [-1.045, -2.969, 3.534], [-2.644, -2.111, 5.395], [-1.229, -1.376, 5.986], [0.312, -2.679, -5.654], [1.190, -3.700, -6.359], [0.853, -3.585, -7.690], [0.099, -2.476, -7.886], [-0.341, -2.057, -8.947], [-0.330, -1.998, -6.648], [0.819, -1.891, -5.097], [-0.424, -3.278, -5.119], [0.980, -4.755, -6.182], [2.235, -3.437, -6.189], [2.093, -5.006, 0.139], [0.790, -5.195, -0.687], [1.226, -5.979, -1.814], [2.413, -6.491, -1.568], [2.929, -7.264, -2.314], [2.899, -6.004, -0.398], [1.911, -5.239, 1.188], [2.505, -4.000, 0.049], [0.342, -4.216, -0.861], [0.064, -5.758, -0.100], [-3.284, 3.245, 3.305], [-3.971, 2.466, 2.201], [-5.075, 3.361, 1.932], [-5.244, 4.259, 2.865], [-6.074, 5.186, 2.851], [-4.295, 3.999, 3.850], [-2.394, 3.776, 2.968], [-2.764, 2.518, 3.929], [-4.133, 1.495, 2.670], [-3.396, 2.413, 1.277], [-5.479, -4.732, -0.009], [-5.210, -3.960, 1.264], [-5.679, -4.643, 2.585], [-5.100, -5.949, 2.717], [-4.733, -7.081, 2.777], [-4.981, -4.460, -0.940], [-6.530, -4.923, -0.228], [-5.076, -5.731, 0.156], [-5.793, -3.047, 1.143], [-4.134, -3.787, 1.224], [-6.756, -4.667, 2.755], [-5.321, -4.033, 3.414], [3.150, 1.744, 5.902], [4.906, 1.381, 5.461], [5.267, 2.307, 4.322], [5.850, 1.974, 6.942], [2.610, 1.633, 4.962], [3.039, 2.722, 6.370], [2.845, 1.061, 6.696], [6.902, 1.787, 6.728], [5.523, 1.289, 7.724], [5.688, 2.989, 7.305]],
  "forces_ev_per_angstrom": [[-0.91, -1.36, -0.69], [2.32, -1.30, -1.95], [-0.79, 0.75, 0.14], [-3.22, -0.97, 0.45], [2.80, 0.15, 1.75], [0.01, 2.67, 0.59], [-0.83, 0.49, 0.39], [-0.73, -0.03, 1.30], [0.74, -0.25, -0.21], [0.60, 0.48, -1.22], [-0.89, 0.07, 0.70], [0.74, -0.95, 0.42], [0.05, -0.35, -0.54], [0.36, 0.39, -0.22], [-0.12, -0.13, -0.41], [-0.02, 0.27, -0.22], [-0.77, 0.05, -1.36], [0.71, -0.19, 0.43], [-0.57, 0.59, -0.22], [-3.93, -0.09, 1.23], [4.21, 0.00, -0.76], [0.59, -0.33, 0.38], [-0.13, 0.05, -0.15], [0.41, -0.37, 0.59], [-0.19, 0.18, -0.03], [-0.14, 0.08, -0.03], [0.25, -1.08, 1.31], [-1.99, -0.83, -1.22], [0.39, -1.98, 2.26], [1.30, 3.59, -0.91], [-0.78, -1.83, 0.32], [-0.64, 0.55, -2.48], [0.01, -0.03, 0.06], [0.04, 0.01, 0.16], [0.69, 0.72, 0.06], [0.66, 0.75, 0.55], [2.92, -3.41, 1.11], [0.31, -0.37, -1.46], [-3.22, 1.00, 0.30], [0.49, 4.24, 0.89], [0.49, -5.22, -1.26], [-0.31, 3.73, 0.84], [-0.34, -0.30, 0.10], [0.36, 0.74, -0.39], [0.04, -0.01, -0.16], [-0.73, -0.47, 0.04], [-0.74, 0.52, -1.95], [0.78, 1.51, 0.05], [-2.41, 2.38, 1.46], [1.99, -4.15, 1.10], [0.11, 0.51, -0.94], [0.29, -0.05, 0.12], [0.18, -0.15, 0.41], [-0.26, 0.18, 0.05], [-0.01, -0.76, -0.54], [0.10, 0.05, 0.14], [0.00, -1.06, 1.63], [1.03, -0.43, 0.99], [-0.33, 1.68, -2.43], [-2.65, 0.55, -1.29], [1.64, -0.97, 2.51], [-0.27, 0.62, -3.59], [0.20, -0.75, 0.70], [-0.07, 0.63, 0.75], [0.25, 0.19, 0.97], [0.20, -0.43, -0.19], [-1.70, 0.09, 0.06], [0.28, 0.33, 1.34], [-1.87, 1.49, 0.19], [0.57, -0.16, -0.09], [0.55, 0.01, 0.57], [1.69, -1.12, -0.64], [0.11, 0.16, 0.00], [0.25, -0.14, -0.19], [0.10, -0.21, -1.00], [0.00, -0.29, -0.23], [2.44, -1.45, -1.06], [0.92, 1.15, 0.08], [-0.77, -1.51, -1.44], [-1.49, 2.72, 0.97], [2.95, -3.33, 0.45], [-1.26, 1.72, 0.87], [-0.44, 1.06, -0.39], [-0.84, 0.07, 1.03], [-1.33, -0.12, -0.82], [-0.06, -0.35, 0.22], [-0.16, -2.16, -0.06], [-0.88, 0.37, -0.88], [0.71, 1.29, -0.34], [1.19, -5.61, 0.39], [-1.24, 4.60, -0.22], [-0.01, 0.86, 0.31], [-0.15, 0.37, 0.06], [0.04, -0.37, -0.04], [0.50, 0.46, 0.47], [-0.07, 0.39, 0.73], [-0.08, -0.24, -0.53], [0.18, 0.06, 0.09], [1.07, 0.20, 0.76], [0.28, 0.93, 0.03], [-0.63, -0.14, 0.15], [-0.81, -0.67, -0.11], [-0.13, -0.09, 0.27], [0.13, 0.30, -0.54], [-0.11, -0.46, -0.40], [-0.14, 0.05, -0.11], [0.15, -0.10, 0.16], [-0.18, 0.08, -0.55]]
}